[1]
Here is 13 unconnected molecules or ions with the total composition C4H35NO13S2 in a non-equilibrium geometry from OMol25. Energies are from wB97M-V/def2-TZVPD.

Energy   -2002.57879 a.u.
E_HOMO   -8.476 eV

```
! RIJCOSX wB97M-V def2-TZVPD def2/J DEFGRID3
* xyz 0 1
N 0.197 1.420 0.847
C 0.080 -0.041 0.955
C -1.431 -0.437 1.118
O -1.742 -0.210 2.495
C 0.621 -0.603 -0.345
S 2.443 -0.271 -0.608
S 2.969 -1.743 -1.889
C 2.224 -1.826 -3.503
H -0.166 1.740 -0.048
H -0.237 1.925 1.614
H 0.632 -0.400 1.813
H -1.743 -1.448 0.850
H -2.045 0.317 0.615
H -1.373 -0.967 3.013
H 0.485 -1.678 -0.436
H 0.154 -0.114 -1.195
H 2.254 -0.853 -4.017
H 2.609 -2.613 -4.146
H 1.142 -1.968 -3.589
H 0.213 -2.169 3.922
H -0.757 -2.952 3.038
O -0.761 -2.381 3.796
H 2.847 2.981 -1.731
H 1.979 3.151 -0.489
O 2.112 3.518 -1.361
H -0.286 -3.114 -1.707
H -1.161 -1.707 -1.450
O -0.818 -2.563 -1.089
H 0.875 -2.629 -0.007
H 2.196 -2.085 0.803
O 1.474 -2.709 0.746
H 2.444 -1.779 4.014
H 1.817 -0.444 3.429
O 1.603 -1.464 3.580
H -0.668 1.270 5.016
H -0.594 0.696 3.564
O -0.198 1.345 4.170
H -3.072 2.352 -1.070
H -3.155 3.634 -1.782
O -2.511 3.106 -1.297
H -3.278 0.412 -1.119
H -4.612 0.396 -0.238
O -4.131 0.869 -0.935
H -1.395 -0.157 -2.847
H -1.223 0.651 -1.582
O -1.748 -0.072 -1.951
H 1.658 1.155 3.988
H 1.918 1.256 2.492
O 2.313 0.898 3.299
H 0.592 2.885 -2.354
H -1.084 2.700 -2.160
O -0.221 2.322 -2.391
H 0.458 -0.406 -4.546
H 0.155 0.859 -3.503
O -0.059 -0.054 -3.793
*
```

From a Löwdin analysis of the wavefunction, the atomic charges in e read: number 1, N, carries 0.068; number 2, C, carries -0.377; number 3, C, carries -0.159; number 4, O, carries -0.111; number 5, C, carries -0.485; number 6, S, carries 0.552; number 7, S, carries 0.496; number 8, C, carries -0.489; number 9, H, carries 0.051; number 10, H, carries 0.085; number 11, H, carries 0.096; number 12, H, carries 0.125; number 13, H, carries 0.101; number 14, H, carries 0.039; number 15, H, carries -0.014; number 16, H, carries 0.032; number 17, H, carries 0.025; number 18, H, carries 0.045; number 19, H, carries 0.012; number 20, H, carries 0.014; number 21, H, carries 0.040; number 22, O, carries -0.068; number 23, H, carries 0.065; number 24, H, carries 0.022; number 25, O, carries -0.060; number 26, H, carries 0.091; number 27, H, carries 0.036; number 28, O, carries -0.093; number 29, H, carries -0.034; number 30, H, carries -0.031; number 31, O, carries -0.117; number 32, H, carries 0.094; number 33, H, carries -0.007; number 34, O, carries -0.135; number 35, H, carries 0.076; number 36, H, carries 0.004; number 37, O, carries -0.056; number 38, H, carries 0.005; number 39, H, carries 0.075; number 40, O, carries -0.041; number 41, H, carries 0.003; number 42, H, carries 0.068; number 43, O, carries -0.072; number 44, H, carries 0.027; number 45, H, carries 0.013; number 46, O, carries -0.080; number 47, H, carries 0.057; number 48, H, carries 0.042; number 49, O, carries -0.029; number 50, H, carries 0.052; number 51, H, carries 0.005; number 52, O, carries -0.090; number 53, H, carries 0.070; number 54, H, carries 0.045; number 55, O, carries -0.085

[2]
Here is 14 unconnected molecules or ions with the total composition C4H35NO14 in a non-equilibrium geometry from OMol25. Energies are from wB97M-V/def2-TZVPD.

Energy   -1281.44703 a.u.
Energy above the lowest of the compared OMol25 structures with the same formula, charge and spin   99.9 kcal per mole
E_HOMO   -9.076 eV

```
! RIJCOSX wB97M-V def2-TZVPD def2/J DEFGRID3
* xyz 0 1
C 2.284 -0.231 1.613
C 1.201 -0.784 0.704
C 0.612 0.046 -0.188
N -0.552 -0.553 -0.831
C -0.540 -0.522 -2.298
H 1.869 -0.211 2.637
H 2.725 0.722 1.343
H 3.053 -0.992 1.747
H 0.884 -1.802 0.806
H 0.699 1.075 -0.479
H 0.344 -0.946 -2.693
H -1.495 -1.038 -2.503
H 1.106 -2.989 -2.963
H 1.745 -3.513 -1.638
O 1.923 -3.010 -2.460
H -1.349 -2.365 1.679
H -2.294 -3.283 0.835
O -1.406 -3.215 1.231
H -3.669 -1.898 -1.019
H -3.193 -1.238 0.146
O -3.413 -2.155 -0.120
H 0.921 -4.435 0.525
H -0.137 -3.351 0.148
O 0.791 -3.661 -0.028
H 3.771 -0.725 -1.633
H 2.376 -1.153 -1.481
O 2.954 -0.424 -1.202
H 0.006 3.327 -0.308
H -0.332 4.755 -0.639
O 0.043 3.963 -1.041
H 2.314 1.261 -2.055
H 1.671 2.445 -1.415
O 1.845 2.089 -2.293
H -1.181 0.159 1.697
H -1.028 -0.122 3.160
O -1.294 0.591 2.563
H -1.846 1.976 -2.043
H 0.253 1.283 -2.764
O -0.641 0.870 -2.681
H -4.330 -0.009 -0.688
H -1.466 -0.286 -0.447
O -3.598 0.125 -0.076
H -0.645 3.683 2.721
H -0.842 2.241 2.156
O -0.353 3.084 2.030
H -2.101 2.725 -0.795
H -3.086 0.884 -0.497
O -2.553 2.072 -1.348
H 2.311 3.840 1.663
H 3.183 2.600 1.469
O 3.212 3.510 1.776
H -0.342 -2.620 4.365
H 1.001 -1.978 3.536
O 0.121 -1.925 3.893
*
```

From a Löwdin analysis of the wavefunction, the atomic charges in e read: number 1, C, carries -0.070; number 2, C, carries -0.129; number 3, C, carries -0.147; number 4, N, carries -0.030; number 5, C, carries -0.196; number 6, H, carries 0.070; number 7, H, carries 0.052; number 8, H, carries 0.077; number 9, H, carries 0.066; number 10, H, carries 0.085; number 11, H, carries 0.091; number 12, H, carries 0.129; number 13, H, carries 0.033; number 14, H, carries 0.019; number 15, O, carries -0.069; number 16, H, carries 0.030; number 17, H, carries 0.041; number 18, O, carries -0.062; number 19, H, carries 0.048; number 20, H, carries -0.053; number 21, O, carries -0.104; number 22, H, carries 0.057; number 23, H, carries 0.015; number 24, O, carries -0.098; number 25, H, carries 0.080; number 26, H, carries 0.021; number 27, O, carries -0.064; number 28, H, carries -0.001; number 29, H, carries 0.057; number 30, O, carries -0.046; number 31, H, carries 0.029; number 32, H, carries 0.012; number 33, O, carries -0.058; number 34, H, carries 0.028; number 35, H, carries 0.034; number 36, O, carries -0.041; number 37, H, carries 0.057; number 38, H, carries 0.061; number 39, O, carries -0.105; number 40, H, carries 0.082; number 41, H, carries 0.068; number 42, O, carries -0.075; number 43, H, carries 0.044; number 44, H, carries -0.001; number 45, O, carries -0.069; number 46, H, carries 0.050; number 47, H, carries 0.015; number 48, O, carries -0.052; number 49, H, carries 0.020; number 50, H, carries -0.004; number 51, O, carries -0.050; number 52, H, carries 0.061; number 53, H, carries 0.028; number 54, O, carries -0.034

[3]
Here is 14 unconnected molecules or ions with the total composition C4H36N2O15 in a non-equilibrium geometry from OMol25. Energies are from wB97M-V/def2-TZVPD.

Energy   -1411.75167 a.u.
Expectation value of S²   0.75
Energy above the lowest of the compared OMol25 structures with the same formula, charge and spin   0.0 kcal per mole
E_HOMO (spin up / spin down)   -13.480 / -13.480 eV

```
! RIJCOSX wB97M-V def2-TZVPD def2/J DEFGRID3
* xyz 1 2
O -0.744 0.207 1.846
C -0.641 -0.840 1.206
N -1.618 -1.759 1.344
C -1.727 -3.115 0.787
O -1.573 -4.007 1.896
C 0.728 -1.186 0.610
N 1.079 -0.345 -0.525
C 0.383 -0.471 -1.766
H -2.350 -1.513 1.996
H -1.028 -3.209 -0.022
H -2.790 -3.177 0.550
H -1.341 -4.876 1.559
H 0.720 -2.166 0.117
H 1.592 -1.167 1.261
H 1.272 0.639 -0.304
H 0.832 -1.213 -2.426
H -0.648 -0.805 -1.605
H 0.326 0.464 -2.319
H -1.561 5.679 0.330
H -1.771 4.907 -0.920
O -2.278 5.323 -0.207
H -0.637 3.125 -0.102
H 0.068 1.842 0.484
O -0.496 2.175 -0.212
H 0.407 0.434 3.410
H 0.614 1.913 3.633
O 1.063 1.065 3.732
H -3.982 -2.665 -3.497
H -2.664 -3.384 -3.286
O -3.612 -3.491 -3.170
H -3.169 3.000 -3.213
H -3.782 1.834 -2.631
O -4.046 2.718 -2.917
H 0.066 -3.093 2.367
H 1.267 -3.693 3.333
O 0.956 -3.027 2.723
H -2.928 0.804 0.834
H -2.739 2.239 0.921
O -3.439 1.593 1.044
H 3.457 -0.939 -0.869
H 3.201 -0.571 -2.382
O 3.829 -0.940 -1.755
H 3.041 -1.941 2.718
H 3.022 -0.910 3.781
O 3.621 -1.561 3.390
H 0.518 4.101 -2.376
H -0.151 5.435 -2.639
O -0.279 4.592 -2.188
H 2.797 1.294 1.956
H 1.422 1.398 1.541
O 2.295 1.647 1.203
H 1.915 -4.371 -0.912
H 2.539 -3.121 -1.643
O 1.890 -3.413 -0.992
H 3.045 3.127 -1.639
H 1.696 2.439 -1.788
O 2.332 2.977 -2.269
*
```

From a Löwdin analysis of the wavefunction, the atomic charges in e read: number 1, O, carries 0.047; number 2, C, carries -0.402; number 3, N, carries 0.131; number 4, C, carries -0.173; number 5, O, carries -0.026; number 6, C, carries -0.065; number 7, N, carries 0.120; number 8, C, carries -0.007; number 9, H, carries 0.177; number 10, H, carries 0.120; number 11, H, carries 0.143; number 12, H, carries 0.113; number 13, H, carries 0.090; number 14, H, carries 0.123; number 15, H, carries 0.095; number 16, H, carries 0.116; number 17, H, carries 0.128; number 18, H, carries 0.107; number 19, H, carries 0.036; number 20, H, carries -0.021; number 21, O, carries -0.053; number 22, H, carries 0.054; number 23, H, carries -0.011; number 24, O, carries -0.020; number 25, H, carries 0.015; number 26, H, carries 0.063; number 27, O, carries -0.040; number 28, H, carries 0.038; number 29, H, carries 0.017; number 30, O, carries -0.053; number 31, H, carries 0.027; number 32, H, carries 0.022; number 33, O, carries -0.050; number 34, H, carries -0.005; number 35, H, carries 0.071; number 36, O, carries -0.031; number 37, H, carries -0.009; number 38, H, carries 0.010; number 39, O, carries -0.039; number 40, H, carries 0.021; number 41, H, carries 0.032; number 42, O, carries -0.016; number 43, H, carries -0.009; number 44, H, carries 0.027; number 45, O, carries -0.045; number 46, H, carries 0.001; number 47, H, carries 0.074; number 48, O, carries -0.042; number 49, H, carries 0.067; number 50, H, carries -0.015; number 51, O, carries -0.044; number 52, H, carries 0.067; number 53, H, carries 0.043; number 54, O, carries -0.044; number 55, H, carries 0.064; number 56, H, carries -0.006; number 57, O, carries -0.033

[4]
Here is 14 unconnected molecules or ions with the total composition C4H36NO15 in a non-equilibrium geometry from OMol25. Energies are from wB97M-V/def2-TZVPD.

Energy   -1357.19426 a.u.
Expectation value of S²   0.76
Energy above the lowest of the compared OMol25 structures with the same formula, charge and spin   30.4 kcal per mole
E_HOMO (spin up / spin down)   -11.299 / -11.123 eV

```
! RIJCOSX wB97M-V def2-TZVPD def2/J DEFGRID3
* xyz 0 2
C 0.840 -3.355 0.251
N -0.156 -2.295 0.085
C 0.219 -1.067 -0.613
C -0.272 -0.940 -2.075
O 0.857 -1.047 -2.977
C -0.325 0.213 0.292
O 0.690 0.853 0.871
H 1.077 -3.943 -0.618
H 1.617 -3.050 0.948
H 0.377 -4.115 0.928
H -1.110 -2.559 -0.134
H 1.292 -0.965 -0.421
H -1.094 -1.656 -2.212
H -0.656 0.049 -2.358
H 0.495 -0.864 -3.857
H -0.889 0.967 -0.257
H -1.049 -0.203 1.028
H 2.275 2.465 -3.126
H 2.262 0.915 -3.420
O 2.123 1.787 -3.781
H 2.340 0.343 -1.389
H 1.826 1.249 -0.388
O 2.509 1.254 -1.103
H 3.984 0.817 0.217
H 3.344 0.250 1.374
O 4.245 0.357 1.043
H -1.609 2.629 0.950
H -0.980 3.731 1.651
O -1.694 3.081 1.792
H -2.858 -0.990 0.164
H -3.847 -0.262 0.966
O -3.490 -0.265 0.067
H -3.245 0.756 3.272
H -2.917 -0.541 3.623
O -3.658 -0.117 3.148
H -2.477 1.602 -1.426
H -1.400 2.332 -2.239
O -2.354 2.095 -2.250
H 2.094 -3.283 -2.528
H 2.353 -2.058 -3.374
O 2.773 -2.849 -3.033
H 0.322 2.583 -3.129
H 0.473 3.236 -1.660
O 0.165 3.362 -2.577
H 0.965 2.485 1.359
H 1.338 3.792 1.925
O 0.945 3.436 1.106
H -1.922 -2.945 1.839
H -3.073 -1.976 2.098
O -2.851 -2.789 1.637
H -0.328 -1.987 2.177
H -0.234 -0.978 3.296
O -0.764 -1.755 3.014
H -0.106 1.129 3.710
H 0.883 0.509 2.583
O 0.672 0.577 3.531
*
```

From a Löwdin analysis of the wavefunction, the atomic charges in e read: number 1, C, carries -0.058; number 2, N, carries -0.076; number 3, C, carries -0.181; number 4, C, carries -0.120; number 5, O, carries -0.093; number 6, C, carries -0.212; number 7, O, carries -0.110; number 8, H, carries 0.074; number 9, H, carries 0.101; number 10, H, carries 0.102; number 11, H, carries 0.113; number 12, H, carries 0.135; number 13, H, carries 0.140; number 14, H, carries 0.113; number 15, H, carries 0.122; number 16, H, carries 0.099; number 17, H, carries 0.110; number 18, H, carries 0.023; number 19, H, carries 0.003; number 20, O, carries -0.047; number 21, H, carries 0.035; number 22, H, carries 0.013; number 23, O, carries -0.047; number 24, H, carries 0.014; number 25, H, carries 0.003; number 26, O, carries -0.065; number 27, H, carries 0.001; number 28, H, carries 0.026; number 29, O, carries -0.059; number 30, H, carries -0.002; number 31, H, carries 0.019; number 32, O, carries -0.042; number 33, H, carries 0.059; number 34, H, carries 0.045; number 35, O, carries -0.048; number 36, H, carries -0.006; number 37, H, carries -0.016; number 38, O, carries -0.064; number 39, H, carries -0.004; number 40, H, carries -0.004; number 41, O, carries -0.049; number 42, H, carries 0.025; number 43, H, carries 0.046; number 44, O, carries -0.051; number 45, H, carries 0.007; number 46, H, carries 0.078; number 47, O, carries -0.062; number 48, H, carries 0.003; number 49, H, carries -0.005; number 50, O, carries -0.046; number 51, H, carries 0.002; number 52, H, carries 0.011; number 53, O, carries -0.073; number 54, H, carries 0.066; number 55, H, carries 0.003; number 56, O, carries -0.051

Q: Which value of energy does entry 1 give?
A: -2002.57879 a.u.

Q: Look up the energy of the first one.
A: -2002.57879 a.u.

Q: Which value of energy does entry 2 give?
A: -1281.44703 a.u.

Q: Which of these has the lowest energy?
A: C4H35NO13S2